*1*
# C4H8P2

A single C4H8P2 molecule (the ωB97M-V functional and the def2-TZVPD basis, OMol25).

Results
Multiplicity   1
Orbital gap (spin up / spin down)   4.63 / 4.74 eV

Element x y z (Å)
1 C -0.314 -0.157 0.025
2 C 0.894 -0.372 0.606
3 C -1.301 0.666 0.547
4 C 2.072 -0.851 -0.165
5 P -4.239 -0.865 0.034
6 P -2.959 0.710 -0.153
7 H -0.408 -0.521 -1.033
8 H 0.962 -0.410 1.729
9 H -1.332 1.085 1.481
10 H 2.019 -2.064 -0.243
11 H 3.036 -0.967 0.318
12 H 2.239 -0.377 -1.079
13 H -2.923 1.421 -1.471
14 H -3.296 1.955 0.357

=====

*2*
# C4H8P2

A 2-piece molecular cluster, C4H8P2 overall (the ωB97M-V functional and the def2-TZVPD basis, OMol25).

Results
Multiplicity   1
Orbital gap   9.61 eV
Structure (SMILES)   [H]/P=C/C.CC#P

Element x y z (Å)
1 H 3.094 -1.188 -0.501
2 P 1.941 -0.516 0.147
3 C 1.612 0.575 -1.128
4 C 0.404 1.557 -0.923
5 H 2.218 0.488 -2.003
6 H -0.340 1.400 -1.748
7 H 0.753 2.631 -0.983
8 H -0.158 1.208 -0.026
9 C -3.622 -1.549 -0.772
10 C -3.094 -0.344 -0.156
11 P -2.511 0.934 0.506
12 H -3.046 -2.475 -0.615
13 H -4.129 -1.419 -1.741
14 H -4.638 -1.739 -0.225

=====

Quick look at relative energies in eV: *1* 2.346; *2* 0.000.

=====

*1*
# C4H9FN2S

A single C4H9FN2S molecule (the ωB97M-V functional and the def2-TZVPD basis, OMol25).

Results
Multiplicity   1
Orbital gap   9.98 eV
Structure (SMILES)   C[C@H](CF)/N=C\NS

Element x y z (Å)
1 C -0.842 -1.768 -0.620
2 C 0.251 -1.253 0.235
3 C 0.829 -2.292 1.176
4 F -0.240 -2.834 1.892
5 N -0.127 -0.102 0.994
6 C -0.220 1.062 0.436
7 N 0.013 1.365 -0.879
8 S 0.213 2.994 -1.397
9 H -1.714 -2.060 0.026
10 H -0.573 -2.657 -1.187
11 H -1.222 -1.047 -1.388
12 H 1.063 -0.923 -0.430
13 H 1.302 -3.105 0.602
14 H 1.560 -1.794 1.816
15 H -0.491 1.919 1.015
16 H 0.522 0.680 -1.384
17 H -1.000 3.251 -1.915

=====

*2*
# C4H9FN2S

C4H9FN2S as an isolated structure (the ωB97M-V functional and the def2-TZVPD basis, OMol25).

Results
Multiplicity   1
Orbital gap   8.62 eV

Element x y z (Å)
1 C -3.142 -0.226 -0.442
2 C -1.276 0.559 0.829
3 C -0.097 0.662 -0.214
4 C 1.052 -0.331 -0.175
5 H -4.262 0.174 0.205
6 H -3.107 0.733 -1.388
7 H -3.364 -1.383 -0.972
8 H -2.294 -1.452 1.197
9 H -1.785 1.432 0.867
10 H -0.944 0.484 1.894
11 H -0.556 0.671 -1.162
12 H -0.475 -1.720 -0.405
13 H 1.120 -2.420 -0.220
14 N -2.022 -0.642 0.390
15 N 0.599 -1.577 -0.308
16 F 0.421 1.968 -0.305
17 S 2.663 -0.167 0.135

=====

Quick look at relative energies in eV: *1* 0.000; *2* 2.763.

=====

*1*
# C2H5N3OS

A single C2H5N3OS molecule (the ωB97M-V functional and the def2-TZVPD basis, OMol25).

Results
Multiplicity   1
Orbital gap   8.29 eV
Structure (SMILES)   [H]/N=C/N(O)C(N)=S

Element x y z (Å)
1 H 1.935 0.255 2.660
2 N 1.455 0.497 1.794
3 C 0.689 -0.389 1.358
4 N -0.103 -0.229 0.174
5 O -0.979 -1.289 -0.032
6 C -0.015 0.747 -0.816
7 N -0.578 0.284 -1.922
8 S 0.818 2.179 -0.733
9 H 0.522 -1.387 1.785
10 H -1.879 -1.006 0.255
11 H -0.736 0.914 -2.709
12 H -1.130 -0.578 -1.813

=====

*2*
# C2H5N3OS

A single C2H5N3OS molecule (the ωB97M-V functional and the def2-TZVPD basis, OMol25).

Results
Multiplicity   1
Orbital gap   9.98 eV
Structure (SMILES)   [H]/N=C(/NN)SC=O

Element x y z (Å)
1 H 2.440 0.805 -0.583
2 N 1.858 1.040 0.211
3 C 0.699 0.505 0.115
4 N -0.263 0.631 1.077
5 N 0.026 1.382 2.231
6 S 0.331 -0.495 -1.388
7 C -1.178 -1.354 -1.017
8 O -1.833 -1.352 -0.005
9 H -1.169 0.247 0.980
10 H 0.863 0.996 2.666
11 H 0.238 2.286 1.885
12 H -1.481 -1.871 -1.915

=====

Quick look at relative energies in eV: *1* 0.832; *2* 0.000.

=====

*1*
# C2H5N3OS

A single C2H5N3OS molecule (the ωB97M-V functional and the def2-TZVPD basis, OMol25).

Results
Multiplicity   1
Orbital gap   10.12 eV
Structure (SMILES)   [H]/N=C(\NS)ON=C

Element x y z (Å)
1 H 0.239 2.585 0.153
2 N -0.469 1.917 0.327
3 C -0.035 0.800 -0.119
4 N 1.290 0.511 -0.496
5 S 2.199 -0.818 0.106
6 O -0.782 -0.390 -0.137
7 N -2.122 0.007 0.054
8 C -2.881 -1.038 -0.024
9 H 1.851 1.366 -0.555
10 H 1.996 -0.501 1.347
11 H -3.989 -0.815 0.054
12 H -2.428 -2.043 0.070

=====

*2*
# C2H5N3OS

A single C2H5N3OS molecule (the ωB97M-V functional and the def2-TZVPD basis, OMol25).

Results
Multiplicity   1
Orbital gap   7.79 eV
Structure (SMILES)   C/N=[N+](\[S-])C(N)=O

Element x y z (Å)
1 C 1.538 -1.298 -0.081
2 N 0.788 -0.230 -0.502
3 N -0.568 -0.376 -0.195
4 S -1.226 -1.712 0.481
5 C -1.449 0.874 -0.148
6 N -0.728 1.939 0.165
7 O -2.631 0.722 -0.302
8 H 1.276 -1.737 0.840
9 H 2.558 -0.877 0.004
10 H 1.488 -2.175 -0.762
11 H 0.243 2.054 0.431
12 H -1.288 2.817 0.069

=====

Quick look at relative energies in eV: *1* 0.818; *2* 0.000.

=====

*1*
# C2H5N3OS

A single C2H5N3OS molecule (the ωB97M-V functional and the def2-TZVPD basis, OMol25).

Results
Multiplicity   1
Orbital gap   9.49 eV

Element x y z (Å)
1 C 1.028 -1.111 0.910
2 C 1.221 0.735 -0.508
3 N 1.595 -0.174 0.458
4 N -1.444 0.145 -0.081
5 N 0.466 -2.061 1.458
6 O -0.575 0.490 -2.421
7 S -0.235 -0.181 -1.244
8 H 2.015 0.697 -1.393
9 H 0.908 1.673 -0.160
10 H -2.207 0.588 -0.531
11 H -1.877 -0.470 0.680
12 H 0.672 -2.991 1.090

=====

*2*
# C2H5N3OS

A single C2H5N3OS molecule (the ωB97M-V functional and the def2-TZVPD basis, OMol25).

Results
Multiplicity   1
Orbital gap   9.18 eV
Structure (SMILES)   [H]/N=C(\NN)OC=S

Element x y z (Å)
1 H -1.528 -1.271 0.091
2 N -0.920 -0.811 0.773
3 C -0.051 -0.131 0.190
4 N 0.177 0.060 -1.157
5 N -0.835 -0.352 -2.021
6 O 0.942 0.578 0.860
7 C 0.997 0.485 2.200
8 S 2.078 1.293 3.070
9 H 0.773 0.829 -1.405
10 H -1.400 0.401 -2.399
11 H -0.451 -0.874 -2.773
12 H 0.217 -0.207 2.571

=====

Quick look at relative energies in eV: *1* 1.265; *2* 0.000.

=====

*1*
# BrH12O6

A 7-piece molecular cluster, BrH12O6 overall (the ωB97M-V functional and the def2-TZVPD basis, OMol25).

Results
Total charge   -1
Multiplicity   1
Orbital gap   9.05 eV

Element x y z (Å)
1 Br 0.237 0.474 0.121
2 O -0.226 -1.204 -2.841
3 H -0.515 -1.373 -1.906
4 H -0.855 -1.821 -3.245
5 O -2.547 0.096 2.047
6 H -1.757 0.172 1.560
7 H -2.974 -0.392 1.372
8 O -1.660 1.583 -2.418
9 H -1.380 2.535 -2.455
10 H -1.056 1.128 -1.854
11 O -0.075 1.054 3.572
12 H -0.248 0.197 3.916
13 H 0.161 0.987 2.647
14 O 2.492 -0.632 -2.587
15 H 2.432 -0.105 -1.784
16 H 1.558 -0.821 -2.668
17 O 2.166 -0.942 2.383
18 H 2.671 -0.143 2.434
19 H 1.576 -0.791 1.705

=====

*2*
# BrH12O6

A 7-piece molecular cluster, BrH12O6 overall (the ωB97M-V functional and the def2-TZVPD basis, OMol25).

Results
Total charge   -1
Multiplicity   1
Orbital gap   9.48 eV

Element x y z (Å)
1 Br 0.660 -0.132 0.704
2 O 0.644 1.423 -2.320
3 H 1.541 1.617 -2.630
4 H 0.727 1.338 -1.339
5 O -0.469 2.874 2.415
6 H -0.089 2.081 2.089
7 H -0.161 3.424 1.689
8 O -0.656 -2.579 -1.022
9 H -0.398 -1.920 -0.385
10 H -1.567 -2.427 -0.983
11 O -0.735 -2.550 2.445
12 H -0.409 -1.695 2.139
13 H -1.262 -2.357 3.188
14 O -1.859 1.772 -0.294
15 H -1.138 1.337 0.193
16 H -2.080 1.344 -1.118
17 O 2.353 -1.015 -1.936
18 H 2.680 -1.837 -1.777
19 H 2.219 -0.697 -1.059

=====

Quick look at relative energies in eV: *1* 0.000; *2* 0.168.

=====

*1*
# C18H62O13

A 13-piece molecular cluster, C18H62O13 overall (the ωB97M-V functional and the def2-TZVPD basis, OMol25).

Results
Multiplicity   1
Orbital gap   9.02 eV

Element x y z (Å)
1 C -1.592 -3.470 -2.283
2 C -3.011 -2.949 -2.204
3 O -3.807 -3.651 -3.148
4 H -1.545 -4.526 -1.995
5 H -0.935 -2.960 -1.582
6 H -1.235 -3.477 -3.312
7 H -3.005 -1.883 -2.470
8 H -3.371 -3.003 -1.173
9 H -4.657 -3.215 -3.239
10 C 1.412 5.503 -0.142
11 C 1.139 4.656 1.088
12 O 0.755 3.322 0.745
13 H 2.239 5.061 -0.700
14 H 1.668 6.527 0.132
15 H 0.571 5.551 -0.833
16 H 0.341 5.042 1.732
17 H 2.022 4.633 1.736
18 H 0.696 3.135 -0.212
19 C 0.692 -2.970 4.090
20 C 0.961 -1.511 3.733
21 O -0.095 -0.732 4.323
22 H -0.155 -3.351 3.521
23 H 0.418 -3.060 5.140
24 H 1.573 -3.565 3.853
25 H 0.902 -1.363 2.649
26 H 1.913 -1.137 4.127
27 H -0.085 0.133 3.888
28 C 2.471 1.974 -2.080
29 C 1.377 2.612 -2.895
30 O 0.281 2.934 -2.016
31 H 3.385 1.854 -2.656
32 H 2.149 1.008 -1.686
33 H 2.669 2.598 -1.205
34 H 1.009 1.940 -3.679
35 H 1.701 3.469 -3.493
36 H -0.334 3.538 -2.445
37 C 4.653 1.493 0.543
38 C 4.023 1.044 1.857
39 O 4.300 -0.339 2.103
40 H 4.459 2.551 0.331
41 H 4.189 1.004 -0.314
42 H 5.735 1.354 0.527
43 H 2.945 1.095 1.679
44 H 4.280 1.675 2.708
45 H 5.229 -0.389 2.362
46 C 1.240 2.355 3.947
47 O 0.372 1.805 2.985
48 H 2.243 2.534 3.530
49 H 0.935 3.351 4.292
50 H 1.384 1.692 4.797
51 H 0.489 2.301 2.144
52 C -2.819 -2.978 2.240
53 O -4.204 -2.740 2.070
54 H -2.256 -2.039 2.309
55 H -2.696 -3.501 3.185
56 H -2.398 -3.568 1.421
57 H -4.362 -2.238 1.249
58 C -4.164 2.162 -2.917
59 O -4.672 1.131 -3.743
60 H -4.948 2.643 -2.328
61 H -3.316 1.842 -2.300
62 H -3.737 2.873 -3.626
63 H -5.082 0.425 -3.240
64 C 0.395 -4.590 0.451
65 O 1.551 -4.622 1.258
66 H 0.723 -4.766 -0.587
67 H -0.311 -5.389 0.659
68 H -0.014 -3.574 0.453
69 H 2.017 -3.767 1.191
70 C -1.215 0.261 -4.489
71 O -0.307 -0.582 -3.796
72 H -1.284 1.244 -4.008
73 H -0.915 0.381 -5.529
74 H -2.175 -0.267 -4.471
75 H -0.524 -0.539 -2.851
76 C 2.967 -1.977 -0.637
77 O 2.744 -2.199 0.737
78 H 2.761 -0.937 -0.903
79 H 3.958 -2.258 -1.003
80 H 2.275 -2.594 -1.215
81 H 3.314 -1.589 1.245
82 C -0.232 0.072 0.196
83 O -0.660 0.249 -1.155
84 H -0.393 -0.980 0.432
85 H 0.840 0.282 0.286
86 H -0.776 0.699 0.905
87 H -0.546 1.184 -1.383
88 C -3.894 0.206 0.404
89 O -4.585 -0.960 -0.006
90 H -3.099 0.415 -0.319
91 H -4.522 1.100 0.487
92 H -3.438 0.096 1.386
93 H -4.996 -0.804 -0.858

=====

*2*
# C18H62O13

A 13-piece molecular cluster, C18H62O13 overall (the ωB97M-V functional and the def2-TZVPD basis, OMol25).

Results
Multiplicity   1
Orbital gap   9.59 eV

Element x y z (Å)
1 C 3.703 4.398 -1.572
2 C 3.682 3.969 -0.105
3 O 4.679 2.891 0.087
4 H 2.890 5.097 -1.766
5 H 3.750 3.601 -2.314
6 H 4.568 5.052 -1.686
7 H 2.734 3.516 0.185
8 H 3.822 4.824 0.556
9 H 5.569 3.245 0.017
10 C -4.284 2.301 4.398
11 C -3.753 2.490 3.006
12 O -4.810 2.234 2.104
13 H -3.648 2.416 5.275
14 H -4.644 1.276 4.487
15 H -5.167 2.912 4.584
16 H -2.887 1.892 2.718
17 H -3.320 3.484 2.890
18 H -4.664 2.682 1.268
19 C 1.782 2.192 -4.332
20 C 1.337 0.751 -3.882
21 O -0.030 0.591 -4.106
22 H 1.305 2.879 -3.633
23 H 1.656 2.535 -5.359
24 H 2.839 2.221 -4.069
25 H 1.422 0.759 -2.795
26 H 1.955 -0.085 -4.209
27 H -0.359 -0.157 -3.602
28 C 2.074 -3.570 -1.702
29 C 1.577 -4.947 -2.195
30 O 0.236 -4.858 -2.751
31 H 1.974 -2.910 -2.564
32 H 3.119 -3.619 -1.394
33 H 1.503 -3.163 -0.867
34 H 1.702 -5.705 -1.422
35 H 2.239 -5.322 -2.976
36 H -0.360 -4.980 -2.008
37 C -3.962 -0.523 -3.038
38 C -5.456 -0.259 -3.364
39 O -5.582 -0.723 -4.676
40 H -3.828 -1.605 -3.040
41 H -3.672 -0.135 -2.062
42 H -3.350 -0.115 -3.843
43 H -5.573 0.824 -3.361
44 H -6.092 -0.714 -2.605
45 H -6.527 -0.786 -4.831
46 C -0.106 -0.786 4.812
47 C 0.218 0.622 4.283
48 O 0.181 1.640 5.322
49 H 0.750 -1.255 5.296
50 H -0.266 -1.356 3.896
51 H -0.931 -0.864 5.520
52 H -0.533 0.934 3.557
53 H 1.202 0.677 3.818
54 H -0.617 1.601 5.855
55 C -3.208 -5.514 -2.207
56 C -3.255 -4.573 -1.032
57 O -2.024 -3.824 -0.902
58 H -4.155 -6.053 -2.197
59 H -2.426 -6.272 -2.166
60 H -3.013 -5.053 -3.176
61 H -3.389 -5.202 -0.152
62 H -4.118 -3.917 -0.914
63 H -1.977 -3.504 0.002
64 C 2.590 -1.632 1.694
65 C 3.367 -2.563 2.589
66 O 4.645 -2.074 2.770
67 H 2.335 -0.691 2.181
68 H 1.670 -2.063 1.300
69 H 3.203 -1.415 0.820
70 H 3.494 -3.562 2.172
71 H 2.805 -2.711 3.511
72 H 4.539 -1.291 3.315
73 C -0.537 -0.083 -0.668
74 C -0.419 0.837 0.542
75 O 0.676 1.631 0.284
76 H -1.205 -0.921 -0.468
77 H 0.402 -0.533 -0.987
78 H -1.056 0.493 -1.434
79 H -0.292 0.203 1.420
80 H -1.322 1.402 0.774
81 H 0.854 2.197 1.038
82 O 2.911 1.951 2.166
83 H 3.436 1.322 2.661
84 H 3.461 2.188 1.419
85 O 3.438 0.586 -0.751
86 H 2.619 0.727 -0.275
87 H 3.915 1.411 -0.658
88 O -0.522 3.641 -1.901
89 H -0.215 2.872 -1.421
90 H -1.436 3.741 -1.635
91 O 1.335 3.743 3.325
92 H 1.957 3.061 3.072
93 H 0.871 3.377 4.078

=====

Quick look at relative energies in eV: *1* 0.994; *2* 0.000.

=====

*1*
# C5H8FNS

C5H8FNS as an isolated structure (the ωB97M-V functional and the def2-TZVPD basis, OMol25).

Results
Multiplicity   1
Orbital gap   8.55 eV

Element x y z (Å)
1 C -1.281 -1.615 0.306
2 C -0.380 -0.762 -0.108
3 C -2.565 0.364 -0.452
4 C 1.055 -1.075 0.068
5 C -0.191 1.667 -0.349
6 N -0.739 0.419 -0.667
7 F -2.864 1.294 0.475
8 S -2.949 -1.237 0.001
9 H -1.030 -2.603 0.502
10 H -3.213 0.721 -1.292
11 H 1.587 -0.300 0.745
12 H 1.660 -1.310 -0.806
13 H 1.118 -2.045 0.622
14 H 0.634 1.999 -0.938
15 H -0.989 2.509 -0.431
16 H -0.011 1.637 0.726

=====

*2*
# C5H8FNS

A single C5H8FNS molecule (the ωB97M-V functional and the def2-TZVPD basis, OMol25).

Results
Multiplicity   1
Orbital gap (spin up / spin down)   7.15 / 7.65 eV

Element x y z (Å)
1 C -0.410 -0.774 1.285
2 C 0.030 0.289 0.448
3 C -1.100 -2.932 -0.420
4 C 0.256 1.597 1.184
5 C 0.740 1.178 -1.643
6 N 0.231 0.140 -0.810
7 F -1.249 -4.252 -0.598
8 S -0.741 -2.414 1.123
9 H -0.475 -0.554 2.339
10 H -0.894 -2.375 -1.318
11 H 1.316 1.854 1.169
12 H -0.078 1.542 2.216
13 H -0.294 2.395 0.685
14 H 0.339 1.021 -2.647
15 H 0.500 2.196 -1.314
16 H 1.828 1.088 -1.700

=====

*3*
# C5H8FNS

A single C5H8FNS molecule (the ωB97M-V functional and the def2-TZVPD basis, OMol25).

Results
Multiplicity   1
Orbital gap   9.63 eV
Structure (SMILES)   F[C@H]1CCC/C1=N/S

Element x y z (Å)
1 F 0.829 1.703 -0.664
2 C 0.358 0.832 0.389
3 C -1.163 0.832 0.404
4 C -1.510 -0.345 -0.479
5 C -0.460 -1.429 -0.136
6 C 0.777 -0.590 0.025
7 N 1.948 -1.024 -0.113
8 S 3.378 -0.012 -0.030
9 H 0.797 1.103 1.360
10 H -1.443 0.632 1.425
11 H -1.511 1.792 0.089
12 H -1.285 -0.053 -1.528
13 H -2.510 -0.735 -0.409
14 H -0.370 -2.198 -0.923
15 H -0.730 -1.735 0.896
16 H 2.896 1.227 -0.307

=====

Quick look at relative energies in eV: *1* 1.629; *2* 2.219; *3* 0.000.